A cluster of 3 separate species, C4H14NO3 in total, computed with ωB97M-V with the def2-TZVPD basis set.

Last column: Mulliken charge in e.
CARTESIAN COORDINATES (ANGSTROEM)
C 0.3684 -1.9029 -2.0335  -1.086
N 0.6392 -0.7896 -1.1242  0.307
C 1.7522 -0.9986 -0.2005  -1.032
C 0.6231 0.5127 -1.7532  -0.768
C -0.4549 1.4845 -1.1553  -0.461
O -0.1346 2.1559 0.0158  -0.498
H -0.5097 -1.6855 -2.6772  0.297
H 1.2021 -1.9905 -2.7330  0.390
H 0.1692 -2.8120 -1.4624  0.318
H 1.7124 -0.3441 0.6756  0.240
H 1.6856 -2.0296 0.2510  0.300
H 2.7653 -0.9740 -0.6033  0.373
H 0.2768 0.4494 -2.8127  0.431
H 1.6029 0.9648 -1.7430  0.296
H -0.6195 2.2560 -1.9904  0.285
H -1.3999 0.9195 -1.0168  0.269
H -2.7143 -0.3381 3.7369  0.279
H -1.4534 -0.3200 2.8445  0.430
O -2.3938 -0.7547 2.9318  -0.693
H -0.0786 1.5842 0.8421  0.323
H 0.4531 -0.0695 2.9237  0.150
O -0.0981 0.4997 2.3330  -1.150

Computed properties:
Frontier orbital gap = 7.644 eV
Net charge = -1
ΔE to the lowest compared entry with this formula, charge and spin = 146.1 kJ/mol
LUMO = 3.69 eV